Record 1
Entry from the OMol25 dataset: a cluster of 2 separate species, CH9N2O in total (ωB97M-V/def2-TZVPD).

As for the highest occupied orbital energy: -15.09 eV. For the total energy, the calculation gives -6203.8764 eV. The value obtained for the relative energy (zero: lowest compared OMol25 entry of this formula, charge and spin) is 17.1 kcal/mol. The total charge is +1. The multiplicity is 1.

Structure (XYZ):
```
13
CH9N2O | the OMol25 dataset | ωB97M-V/def2-TZVPD
O 1.3874 -1.8351 -0.9165
N 0.0217 1.6711 0.9290
N -1.0738 -0.3688 0.4377
C -0.1658 0.8243 -0.2122
H 0.7003 0.2247 -0.4606
H -0.4268 2.6143 0.8780
H -0.8500 1.2449 -0.9860
H 2.1107 -1.9747 -1.5743
H -1.1965 -1.0780 -0.3731
H -0.6263 -0.7074 1.2912
H 0.9957 1.9675 1.0385
H -1.9280 0.1426 0.6822
H 1.0513 -2.7254 -0.7338
```

Record 2
Entry from the OMol25 dataset: the molecule C9H17N3 (ωB97M-V/def2-TZVPD).

As for the highest occupied orbital energy: -7.42 eV. For the total energy, the calculation gives -14072.1829 eV. The value obtained for the relative energy (zero: lowest compared OMol25 entry of this formula, charge and spin) is 149.9 kcal/mol. The multiplicity is 1.

Structure (XYZ):
```
29
C9H17N3 | the OMol25 dataset | ωB97M-V/def2-TZVPD
N 0.0601 1.3319 0.2355
N -3.1805 -1.4556 -0.9297
N -1.1198 1.6010 0.2737
C -2.2150 0.7878 0.0574
C 2.2984 -0.6913 -1.0491
C 2.6382 0.4607 0.0032
C 1.2148 1.0273 0.1726
C -2.2728 -0.2287 -0.8930
C -3.4653 1.4688 0.6659
C 3.6319 1.3971 -0.7280
C 3.2295 -0.1460 1.3784
C -3.1472 -2.2247 0.3488
H -1.4130 -0.9111 -1.2418
H 2.9946 -1.2643 1.4560
H -4.1465 -2.5449 0.6768
H -3.7702 0.8642 1.4844
H -2.8723 -1.5338 1.2269
H -4.2429 1.7562 -0.1020
H 4.2120 0.9662 -1.4988
H 4.3982 1.7749 -0.0705
H -2.5976 -3.1955 0.3199
H 1.2427 -0.4416 -1.3716
H 2.2920 -1.7468 -0.5694
H 2.7732 0.3612 2.1844
H -3.1358 2.5268 0.9849
H 3.0874 -0.8109 -1.8008
H 3.1745 2.2028 -1.2675
H 4.3659 0.0063 1.3735
H -4.0345 -1.3377 -1.3203
```

Record 3
Entry from the OMol25 dataset: a structure of composition C3H3N3O (ωB97M-V/def2-TZVPD).

As for the highest occupied orbital energy (alpha / beta): -9.31 / -9.31 eV. For the total energy, the calculation gives -9673.4904 eV. The value obtained for the relative energy (zero: lowest compared OMol25 entry of this formula, charge and spin) is 91.4 kcal/mol. The multiplicity is 1.

Structure (XYZ):
```
10
C3H3N3O | the OMol25 dataset | ωB97M-V/def2-TZVPD
O -2.4889 -0.8028 0.9355
N 0.3821 1.3887 -0.6549
N 2.1872 -0.1644 -0.0381
N -0.7200 1.7204 -0.5289
C 0.9425 -0.0750 -0.0787
C -1.4358 -0.4776 0.4785
C -0.1323 -0.8934 0.2879
H 2.6685 0.5839 -0.5304
H 0.0380 -1.9614 0.2240
H -1.4413 0.6815 -0.0949
```

Record 4
Entry from the OMol25 dataset: a structure of composition C25H33O2SV (ωB97M-V/def2-TZVPD).

As for the highest occupied orbital energy (alpha / beta): -10.42 / -10.46 eV. For the total energy, the calculation gives -67069.3058 eV. The value obtained for the relative energy (zero: lowest compared OMol25 entry of this formula, charge and spin) is 0.0 kcal/mol. The total charge is +1. The multiplicity is 2.

Structure (XYZ):
```
62
C25H33O2SV | the OMol25 dataset | ωB97M-V/def2-TZVPD
V 1.1619 -1.8052 0.5781
S 0.4138 -1.3147 2.7500
O -0.3170 0.7524 -0.8907
O -2.3597 3.8541 -1.5433
C 3.2298 -2.1778 1.0349
C 1.8876 -2.3965 6.3243
C 2.5051 -3.6300 6.0803
C -3.2655 4.5553 -0.6640
C 1.8338 -3.4986 3.7519
C 1.2633 -1.7094 5.3005
C -0.1915 -3.8475 0.9620
C -3.4848 5.5405 -2.9088
C -1.5906 1.5308 -2.4138
C 2.5446 -0.9620 -0.8230
C 3.0107 -2.2504 -0.3770
C 0.9667 2.0453 -2.4467
C 0.8104 -3.9617 -0.0505
C 1.2342 -2.2415 3.9834
C -0.7848 -2.4253 -0.7681
C -0.1456 1.0247 -2.3069
C 2.5181 -0.0860 0.3138
C -1.1782 -2.9167 0.5132
C -4.1321 5.5128 -1.5014
C 2.9820 -0.8250 1.4450
C -1.7208 1.1277 -0.9540
C 0.0376 -0.1664 -3.1969
C 0.4314 -3.0940 -1.1445
C -2.5479 4.3334 -2.9195
C 2.4768 -4.1700 4.7881
H 0.7803 2.8979 -1.7829
H -2.8999 6.4564 -3.0482
H -4.1938 6.5041 -1.0430
H 0.7789 -0.7422 5.4613
H -4.2117 5.4715 -3.7258
H 2.9571 -5.1255 4.5775
H 3.0021 -4.1721 6.8836
H 1.0233 2.4205 -3.4732
H -1.3782 -1.7846 -1.4107
H -2.6630 5.1064 0.0797
H -2.2987 1.0335 -3.0845
H 1.8987 -1.9738 7.3372
H -0.2352 -4.4392 1.8723
H -2.9897 3.5395 -3.5504
H 1.7919 -3.9461 2.7598
H 1.6291 -4.6795 -0.0444
H -3.8821 3.8159 -0.1316
H -0.8488 -0.8022 -3.1705
H -1.5561 4.5790 -3.3280
H 3.1797 -0.4225 2.4339
H -1.4244 2.5829 -2.5952
H 0.9152 -0.7480 -2.9200
H 3.6419 -2.9639 1.6582
H 1.9241 1.5784 -2.1817
H 0.9068 -3.0395 -2.1232
H -1.8967 1.9618 -0.2797
H -2.1002 -2.6645 1.0330
H 2.3968 -0.6689 -1.8530
H 2.2768 0.9730 0.2980
H 3.2354 -3.1017 -1.0118
H -5.1500 5.1139 -1.5840
H 0.1624 0.1797 -4.2289
H -2.3616 0.2616 -0.7397
```

Record 5
Entry from the OMol25 dataset: a cluster of 2 separate species, C3H8O2 in total (ωB97M-V/def2-TZVPD).

As for the highest occupied orbital energy: -8.36 eV. For the total energy, the calculation gives -7334.5260 eV. The value obtained for the relative energy (zero: lowest compared OMol25 entry of this formula, charge and spin) is 35.2 kcal/mol. The multiplicity is 1.

Structure (XYZ):
```
13
C3H8O2 | the OMol25 dataset | ωB97M-V/def2-TZVPD
O 2.0429 -0.1565 1.2539
O 0.7541 0.4971 -2.0849
C 0.9092 -0.4846 0.5661
C -0.3144 -0.1302 0.9658
C -1.6519 -0.2979 0.2824
H -1.8397 0.5983 -0.3235
H -1.5247 -1.0681 -0.4858
H -2.3444 -0.6014 1.0533
H 0.7398 1.3707 -1.7048
H 1.0959 -1.0164 -0.3514
H 1.8125 0.5136 1.8941
H -0.4199 0.3067 1.9658
H 0.7405 0.4688 -3.0310
```

Record 6
Entry from the OMol25 dataset: a cluster of 2 separate species, CH4IPS2 in total (ωB97M-V/def2-TZVPD).

As for the highest occupied orbital energy (alpha / beta): -7.99 / -7.78 eV. For the total energy, the calculation gives -40158.7314 eV. The value obtained for the relative energy (zero: lowest compared OMol25 entry of this formula, charge and spin) is 64.8 kcal/mol. The multiplicity is 1.

Structure (XYZ):
```
9
CH4IPS2 | the OMol25 dataset | ωB97M-V/def2-TZVPD
I -3.0598 0.5186 0.8148
S 1.8380 1.9644 -0.4227
S -0.6260 -0.6693 -0.5808
P 0.9389 -2.0323 -0.7786
C -1.3886 -0.6555 0.9261
H 0.2718 -2.6265 0.3068
H 0.6818 2.3110 -0.8993
H 2.6130 2.6356 -1.1194
H -1.2691 -1.4459 1.7530
```